Formula: C6H8N2O2S
Source: the Open Molecules 2025 dataset
Level of theory: ωB97M-V/def2-TZVPD

Structure (ORCA input):
```
! wB97M-V def2-TZVPD RIJCOSX def2/J DEFGRID3
* xyz 0 1
C 0.37028 -2.42191 -1.01753
C -0.47237 -1.58554 -0.42881
C 0.31219 -0.65076 0.34891
C -0.49709 0.56674 0.31446
C -0.67532 1.45241 1.48488
C -0.15304 1.50023 -0.92205
N -1.82222 -1.15238 -0.44891
N -1.85577 -0.02514 -0.06636
O 2.80074 -1.98287 0.42057
O 2.22513 -0.60100 -1.46704
S 1.77582 -1.48392 -0.42833
H 0.19442 -3.21776 -1.69465
H 0.13287 -0.87484 2.43321
H 0.21791 1.86297 1.82355
H -1.14260 1.09960 2.36302
H -1.16349 2.42300 1.20781
H 0.90444 1.89855 -0.88209
H -1.02040 2.22267 -1.11889
H -0.13151 0.96994 -1.92172
*
```

* LUMO energy (spin up / spin down): -0.046 / -0.057 Eh
* HOMO energy (spin up / spin down): -9.44 / -10.02 eV

---

Formula: C6H8N2O2S
Source: the Open Molecules 2025 dataset
Level of theory: ωB97M-V/def2-TZVPD

Structure (ORCA input):
```
! wB97M-V def2-TZVPD RIJCOSX def2/J DEFGRID3
* xyz 0 1
O -2.47412 -2.60062 -1.77053
C -1.80968 -1.80266 -1.16707
O -2.11865 -1.42722 0.07754
C -0.55257 -1.16601 -1.75228
C -0.60479 0.38784 -1.74816
N 0.53629 1.04509 -1.13475
C 0.76994 0.89798 0.19278
N -0.04303 0.27156 1.00561
C 0.42787 0.32900 2.29544
C 1.59382 0.97484 2.48270
S 2.17281 1.58676 0.96106
H -1.43715 -0.80872 0.43965
H 0.30028 -1.50695 -1.13750
H -0.41036 -1.54925 -2.77917
H -0.66500 0.77331 -2.76587
H -1.53048 0.74379 -1.22710
H 1.30353 1.25568 -1.74523
H -0.13264 -0.16163 3.07617
H 2.14859 1.14582 3.38955
*
```

* LUMO energy: 0.012 Eh
* HOMO energy: -8.74 eV
* structure (SMILES): O=C(O)CCNc1nccs1

---

Formula: C6H8N2O4
Source: the Open Molecules 2025 dataset
Level of theory: ωB97M-V/def2-TZVPD

Structure (ORCA input):
```
! wB97M-V def2-TZVPD RIJCOSX def2/J DEFGRID3
* xyz 0 3
C 0.07083 -0.06389 -0.16772
C 1.53899 0.65173 1.67969
C -1.42340 -0.92422 -0.17953
C 0.06428 0.60187 1.24304
C 1.56004 1.85421 -1.37357
C -2.75884 -2.31649 -1.60001
N 0.73378 1.03859 -1.04494
N 2.10279 1.79114 1.49878
O 3.48037 1.89996 1.73008
O -2.12673 -1.05044 0.78228
O 2.32273 2.56596 -1.89572
O -1.56037 -1.51161 -1.38230
H 0.66896 -0.93389 -0.21553
H 1.83771 -0.28140 1.88844
H -0.41488 1.53952 0.97830
H -0.61554 -0.00012 1.90032
H -2.63134 -2.44318 -2.68776
H -3.70638 -1.87283 -1.25055
H -2.76860 -3.32009 -1.20240
H 3.62561 2.77518 1.29908
*
```

* LUMO energy (spin up / spin down): 0.025 / -0.090 Eh
* HOMO energy (spin up / spin down): -5.90 / -10.02 eV

---

Formula: C6H8N2OS
Source: the Open Molecules 2025 dataset
Level of theory: ωB97M-V/def2-TZVPD

Structure (ORCA input):
```
! wB97M-V def2-TZVPD RIJCOSX def2/J DEFGRID3
* xyz 0 1
C -1.28530 2.14280 1.56311
C -1.79862 0.66219 1.42378
O -1.34781 0.07696 0.21498
C 0.14725 -0.42855 0.43522
S 0.83748 -0.54986 1.97273
N 0.68878 -0.88534 -0.76288
C 2.04796 -0.86966 -1.04839
C 2.23597 -1.36527 -2.28980
N 1.02713 -1.76696 -2.82629
C 0.15195 -1.50051 -1.94835
H -1.76817 2.65196 2.45775
H -0.23694 1.92318 1.85932
H -1.35824 2.50628 0.54098
H -2.90224 0.59443 1.31379
H -1.54419 -0.01199 2.27883
H 2.75125 -0.18984 -0.50020
H 3.28774 -1.35175 -2.66243
H -0.93401 -1.63805 -2.02216
*
```

* LUMO energy: -0.027 Eh
* HOMO energy: -9.45 eV
* structure (SMILES): CCOC(=S)n1ccnc1

---

Formula: C6H8N2P
Source: the Open Molecules 2025 dataset
Level of theory: ωB97M-V/def2-TZVPD

Structure (ORCA input):
```
! wB97M-V def2-TZVPD RIJCOSX def2/J DEFGRID3
* xyz 1 1
C -3.07320 -0.33900 0.04825
C -1.81893 -0.95105 0.28766
C -3.23654 0.85659 -0.38684
C -0.62804 -0.22232 0.04091
C 0.71925 -0.78622 0.16174
C 3.02379 -0.04322 -0.06119
N -0.64645 1.05398 -0.38287
N 1.59281 0.11100 -0.12962
P 0.85018 1.60452 -0.75799
H -3.95525 -0.95655 0.19290
H -1.64243 -2.00590 0.62134
H -3.72170 1.70604 -0.84192
H 0.96181 -1.85228 0.47301
H 3.61830 0.69419 -0.62606
H 3.35018 -1.09412 -0.19665
H 3.27459 0.23377 1.00519
H 1.33163 1.99056 0.55213
*
```

* LUMO energy: -0.199 Eh
* HOMO energy: -11.74 eV

---

Formula: C6H8N2S
Source: the Open Molecules 2025 dataset
Level of theory: ωB97M-V/def2-TZVPD

Structure (ORCA input):
```
! wB97M-V def2-TZVPD RIJCOSX def2/J DEFGRID3
* xyz 0 1
C 1.64882 1.21224 0.21761
C 0.23471 0.66476 0.00858
C -0.84319 1.51271 -0.04969
S -2.59087 1.11710 -0.24472
C -2.46084 -0.47883 0.61325
N -2.27893 -1.74328 -0.09866
C -1.17645 -1.07998 0.17659
N 0.12887 -0.66454 -0.03215
C 1.14421 -1.51605 -0.55815
H 2.02155 0.85464 -0.78088
H 2.20162 0.86034 1.03456
H 1.39466 2.26653 0.24211
H -0.72964 2.54459 -0.05562
H -2.84597 -0.52171 1.60815
H 1.14406 -1.27071 -1.59483
H 2.04847 -1.21633 -0.17931
H 0.95895 -2.54147 -0.30685
*
```

* LUMO energy: 0.025 Eh
* HOMO energy: -7.76 eV
* structure (SMILES): CC1=CS[C@H]2N=C2N1C

---

Formula: C6H8N3O
Source: the Open Molecules 2025 dataset
Level of theory: ωB97M-V/def2-TZVPD

Structure (ORCA input):
```
! wB97M-V def2-TZVPD RIJCOSX def2/J DEFGRID3
* xyz 1 1
C 0.05452 0.26910 -2.88591
C -0.09522 0.31311 -1.35534
N 0.86024 0.70914 -0.60081
C 0.88877 0.83365 0.69245
N 1.34991 -0.11858 1.53664
C 0.90678 -1.45603 1.46954
N -0.36630 -1.55290 1.46041
C -1.28137 -0.55908 1.47293
C -1.58212 0.23820 0.42974
O -1.29130 0.13129 -0.93921
H -0.53345 -0.57225 -3.24741
H 1.08906 0.28251 -3.26999
H -0.27361 1.24837 -3.06243
H 0.92391 1.75529 1.18684
H 1.81037 0.11981 2.40314
H 1.56992 -2.31019 1.72071
H -1.75870 -0.37843 2.44895
H -2.27139 1.04697 0.53975
*
```

* LUMO energy: -0.157 Eh
* HOMO energy: -13.84 eV
* structure (SMILES): C/C1=N/C=[NH+]\C=N/C=C\O1

---

Formula: C6H8N3OP
Source: the Open Molecules 2025 dataset
Level of theory: ωB97M-V/def2-TZVPD

Structure (ORCA input):
```
! wB97M-V def2-TZVPD RIJCOSX def2/J DEFGRID3
* xyz 0 1
C 0.33186 -2.35394 -1.32559
C 0.91984 -1.39427 -2.01805
C -0.34171 -0.68354 0.36322
C 0.08101 0.23024 -0.51996
C -0.19790 -2.14363 -0.02620
C -1.05470 -0.38384 1.66921
N -0.99683 0.73873 2.20112
N 0.81538 -0.06303 -1.63763
N -0.25674 2.11298 -0.18529
O -0.46813 -2.98569 0.80415
P 0.82331 2.60246 0.98600
H 0.49392 -3.33022 -1.63990
H 1.23677 -1.57623 -3.02246
H -1.50196 -1.20819 2.04662
H -1.29332 0.84313 3.20445
H 0.97736 0.63816 -2.31562
H -1.16443 1.86218 0.33692
H 0.05299 3.70555 0.99195
H 1.54328 3.38915 0.08706
*
```

* LUMO energy: 0.015 Eh
* HOMO energy: -8.58 eV

---

Taking the records one at a time from the top gives ΔE to the lowest compared entry with this formula, charge and spin values of 857.8 0.0 201.8 257.5 364.8 361.7 294.6 350.3 kJ/mol.